[1]
{
  "formula": "C15H41NO6",
  "method": "ωB97M-V/def2-TZVPD",
  "relative_energy_kcal_mol": 178.6,
  "elements": ["C", "C", "O", "N", "H", "H", "C", "H", "H", "H", "H", "H", "H", "O", "H", "C", "C", "C", "O", "H", "H", "H", "H", "H", "H", "H", "H", "C", "C", "C", "O", "H", "H", "H", "H", "H", "H", "H", "H", "C", "C", "C", "O", "H", "H", "H", "H", "H", "H", "H", "H", "C", "C", "C", "O", "H", "H", "H", "H", "H", "H", "H", "H"],
  "positions_angstrom": [[1.670, 2.445, -2.126], [2.164, 2.873, -0.782], [2.381, 4.090, -0.530], [2.360, 1.749, 0.211], [1.645, 0.939, 0.124], [3.294, 1.546, -0.151], [2.321, 2.166, 1.640], [1.766, 3.173, -3.005], [0.596, 2.100, -1.960], [2.117, 1.552, -2.309], [2.449, 1.292, 2.357], [1.309, 2.565, 2.113], [3.033, 2.695, 1.928], [0.213, 0.433, -0.119], [-0.620, -0.136, -0.304], [-1.701, 3.607, 2.997], [-1.883, 2.406, 2.156], [-3.130, 1.851, 1.676], [-1.051, 2.587, 1.037], [-2.007, 4.458, 2.617], [-0.656, 3.799, 3.245], [-2.147, 3.632, 4.010], [-1.435, 1.446, 2.674], [-3.493, 2.528, 0.858], [-3.866, 1.846, 2.501], [-3.008, 0.696, 1.316], [-0.557, 1.791, 0.786], [-3.279, 0.311, -3.598], [-2.560, 0.059, -2.345], [-3.269, -0.906, -1.468], [-1.108, -0.222, -2.583], [-2.847, 0.958, -4.361], [-4.376, 0.689, -3.480], [-3.131, -0.385, -4.368], [-2.355, 1.074, -1.755], [-4.038, -0.268, -1.225], [-2.797, -1.262, -0.730], [-3.424, -1.728, -1.987], [-0.726, 0.089, -1.751], [1.748, -2.755, 2.639], [0.488, -2.050, 2.149], [-0.790, -2.486, 2.765], [0.543, -0.675, 2.203], [1.547, -3.924, 2.661], [1.903, -2.560, 3.772], [2.596, -2.497, 2.003], [0.267, -2.182, 1.145], [-1.538, -1.812, 2.767], [-0.457, -2.794, 3.705], [-1.561, -3.393, 2.523], [0.500, -0.447, 1.363], [2.768, -2.304, -3.109], [2.003, -2.275, -1.845], [2.121, -3.654, -1.015], [2.385, -1.149, -1.038], [3.866, -2.274, -2.858], [2.306, -1.528, -3.825], [2.672, -3.207, -3.680], [0.995, -2.120, -2.107], [2.982, -3.870, -0.743], [1.861, -4.314, -1.764], [1.346, -3.621, -0.254], [1.613, -0.629, -0.747]],
  "nbo_charge": [-0.739, 0.710, -0.493, -0.624, 0.517, 0.441, -0.431, 0.263, 0.301, 0.236, 0.248, 0.272, 0.194, -1.274, 0.467, -0.610, 0.068, -0.605, -0.788, 0.205, 0.211, 0.206, 0.156, 0.210, 0.207, 0.204, 0.511, -0.673, 0.106, -0.628, -0.763, 0.234, 0.222, 0.230, 0.158, 0.220, 0.199, 0.208, 0.473, -0.632, 0.063, -0.628, -0.736, 0.211, 0.212, 0.227, 0.153, 0.217, 0.200, 0.203, 0.488, -0.634, 0.103, -0.593, -0.798, 0.212, 0.217, 0.212, 0.171, 0.185, 0.196, 0.202, 0.500]
}

=====

[2]
{
  "formula": "C15H41NO6",
  "method": "ωB97M-V/def2-TZVPD",
  "relative_energy_kcal_mol": 0.0,
  "smiles": "CC1(C)CCCC(C)(C)N1O.CCO.CCO.CCO.O.O",
  "elements": ["C", "C", "O", "H", "H", "H", "H", "H", "H", "C", "C", "O", "H", "H", "H", "H", "H", "H", "C", "C", "O", "H", "H", "H", "H", "H", "H", "O", "H", "H", "O", "H", "H", "C", "C", "C", "C", "C", "C", "N", "O", "C", "C", "C", "H", "H", "H", "H", "H", "H", "H", "H", "H", "H", "H", "H", "H", "H", "H", "H", "H", "H", "H"],
  "positions_angstrom": [[-8.403, 5.386, 3.053], [-8.114, 3.905, 3.233], [-7.748, 3.575, 4.570], [-9.174, 5.679, 3.764], [-8.687, 5.562, 2.017], [-7.514, 5.978, 3.277], [-7.324, 3.582, 2.543], [-9.012, 3.328, 3.001], [-7.198, 4.287, 4.935], [-8.517, -2.565, 5.600], [-10.012, -2.341, 5.580], [-10.743, -3.475, 6.040], [-8.137, -3.236, 4.825], [-8.172, -2.930, 6.572], [-7.962, -1.639, 5.416], [-10.369, -2.168, 4.566], [-10.258, -1.471, 6.199], [-10.351, -3.774, 6.865], [-4.934, 0.486, 5.194], [-5.212, -0.308, 3.948], [-5.985, 0.483, 3.036], [-4.561, 1.477, 4.941], [-4.248, -0.111, 5.801], [-5.822, 0.647, 5.805], [-5.785, -1.209, 4.199], [-4.284, -0.628, 3.469], [-5.734, 0.278, 2.132], [-9.473, 1.282, 8.040], [-8.957, 0.524, 8.326], [-9.171, 1.436, 7.136], [-8.382, 0.861, 5.385], [-7.920, 1.710, 5.445], [-8.780, 0.885, 4.511], [-8.659, 5.973, 6.887], [-7.187, 5.834, 7.215], [-6.981, 4.478, 7.852], [-5.515, 4.149, 8.028], [-4.854, 4.145, 6.668], [-4.987, 5.497, 5.947], [-6.401, 5.912, 5.989], [-6.589, 7.134, 5.322], [-4.000, 6.510, 6.581], [-4.589, 5.298, 4.489], [-6.851, 6.935, 8.243], [-9.268, 5.767, 7.766], [-8.936, 5.231, 6.132], [-8.888, 6.958, 6.483], [-7.552, 4.423, 8.784], [-7.466, 3.690, 7.262], [-5.336, 3.210, 8.560], [-5.003, 4.879, 8.662], [-5.144, 3.346, 5.982], [-3.777, 3.971, 6.803], [-3.754, 6.285, 7.617], [-3.060, 6.483, 6.023], [-4.309, 7.557, 6.515], [-3.633, 4.778, 4.430], [-5.332, 4.702, 3.955], [-4.501, 6.253, 3.970], [-7.072, 7.938, 7.862], [-5.780, 6.976, 8.468], [-7.397, 6.790, 9.171], [-6.173, 7.815, 5.871]],
  "nbo_charge": [-0.642, -0.054, -0.793, 0.212, 0.212, 0.220, 0.160, 0.169, 0.499, -0.648, -0.066, -0.720, 0.206, 0.194, 0.232, 0.175, 0.168, 0.458, -0.630, -0.058, -0.737, 0.209, 0.210, 0.217, 0.162, 0.159, 0.469, -0.958, 0.462, 0.488, -0.977, 0.500, 0.482, -0.609, 0.105, -0.409, -0.402, -0.408, 0.116, -0.201, -0.567, -0.645, -0.605, -0.648, 0.214, 0.224, 0.217, 0.225, 0.215, 0.220, 0.196, 0.217, 0.212, 0.211, 0.221, 0.198, 0.210, 0.213, 0.219, 0.204, 0.207, 0.226, 0.444]
}

=====

[3]
{
  "formula": "C15H43ClN2O13PS9",
  "method": "ωB97M-V/def2-TZVPD",
  "charge": -1,
  "elements": ["O", "C", "N", "S", "O", "O", "N", "S", "O", "O", "P", "O", "Cl", "H", "C", "S", "O", "C", "H", "H", "H", "H", "H", "H", "C", "S", "O", "C", "H", "H", "H", "H", "H", "H", "C", "S", "O", "C", "H", "H", "H", "H", "H", "H", "C", "S", "O", "C", "H", "H", "H", "H", "H", "H", "C", "S", "O", "C", "H", "H", "H", "H", "H", "H", "C", "S", "O", "C", "H", "H", "H", "H", "H", "H", "C", "S", "O", "C", "H", "H", "H", "H", "H", "H"],
  "positions_angstrom": [[2.488, -3.682, 3.259], [1.631, -3.036, 3.689], [0.751, -2.430, 4.319], [1.508, -1.038, 5.060], [2.187, -1.565, 6.232], [0.430, -0.137, 5.393], [2.517, -0.550, 3.887], [3.455, 0.760, 4.266], [2.840, 1.760, 5.120], [4.788, 0.341, 4.686], [3.806, 1.769, 2.353], [4.009, 0.492, 1.291], [2.000, 2.675, 1.914], [4.376, -0.227, 1.828], [-4.492, -3.413, 3.894], [-3.147, -2.272, 3.517], [-2.107, -3.050, 2.786], [-2.578, -2.079, 5.209], [-4.968, -3.699, 2.958], [-4.095, -4.300, 4.389], [-5.219, -2.914, 4.535], [-2.303, -3.052, 5.617], [-3.371, -1.624, 5.803], [-1.706, -1.426, 5.201], [5.019, 2.251, -1.984], [5.507, 3.807, -1.225], [5.163, 3.714, 0.216], [4.239, 4.804, -2.017], [5.662, 1.465, -1.592], [3.980, 2.030, -1.735], [5.144, 2.322, -3.066], [3.255, 4.411, -1.762], [4.389, 4.792, -3.097], [4.333, 5.824, -1.648], [-0.491, -1.033, 1.246], [0.283, 0.058, 0.053], [-0.226, 1.427, 0.335], [-0.607, -0.548, -1.391], [-0.098, -0.793, 2.234], [-1.569, -0.881, 1.235], [-0.255, -2.069, 1.007], [-1.681, -0.438, -1.238], [-0.356, -1.596, -1.558], [-0.303, 0.037, -2.256], [-1.816, -4.082, -3.528], [-1.036, -2.970, -4.709], [-1.533, -1.598, -4.421], [-1.934, -3.571, -6.148], [-1.429, -3.856, -2.536], [-2.897, -3.938, -3.541], [-1.571, -5.113, -3.785], [-3.007, -3.457, -5.987], [-1.686, -4.619, -6.318], [-1.627, -2.980, -7.009], [6.974, 5.686, -7.218], [6.549, 4.640, -5.817], [5.314, 5.202, -5.209], [7.930, 5.144, -4.779], [6.209, 5.559, -7.981], [7.007, 6.729, -6.902], [7.942, 5.381, -7.617], [7.899, 6.222, -4.623], [8.866, 4.856, -5.257], [7.838, 4.633, -3.821], [-7.917, -4.685, -3.398], [-6.588, -3.522, -3.746], [-5.534, -4.265, -4.493], [-6.027, -3.364, -2.045], [-8.387, -4.955, -4.342], [-7.510, -5.578, -2.922], [-8.652, -4.210, -2.748], [-5.745, -4.344, -1.658], [-6.824, -2.933, -1.439], [-5.163, -2.703, -2.032], [-2.677, 3.650, 4.936], [-2.559, 1.860, 5.076], [-3.635, 1.280, 4.222], [-3.135, 1.771, 6.780], [-2.396, 3.927, 3.922], [-3.701, 3.970, 5.135], [-1.990, 4.113, 5.644], [-4.130, 2.214, 6.858], [-2.433, 2.297, 7.426], [-3.177, 0.722, 7.067]],
  "lowdin_charge": [0.187, -0.401, 0.021, 0.500, -0.326, -0.353, -0.369, 0.308, -0.398, -0.398, 0.504, -0.399, 0.241, 0.031, -0.278, 0.808, -0.561, -0.259, 0.039, 0.052, 0.048, 0.062, 0.045, 0.020, -0.262, 0.780, -0.587, -0.263, 0.049, 0.061, 0.045, 0.063, 0.016, 0.050, -0.276, 0.781, -0.609, -0.283, 0.035, 0.047, 0.051, 0.057, 0.035, 0.044, -0.261, 0.797, -0.553, -0.269, 0.043, 0.037, 0.054, 0.050, 0.051, 0.046, -0.275, 0.802, -0.553, -0.265, 0.048, 0.057, 0.051, 0.060, 0.053, 0.042, -0.277, 0.807, -0.567, -0.268, 0.047, 0.057, 0.051, 0.060, 0.054, 0.052, -0.268, 0.809, -0.566, -0.266, 0.052, 0.051, 0.053, 0.052, 0.055, 0.037]
}

=====

Taking the records one at a time from the top gives maximum force values of 9.906 1.197 1.661 eV Å⁻¹.
Taking the records one at a time from the top gives E_LUMO values of 0.3 0.6 1.7 eV.
Taking the records one at a time from the top gives HOMO-LUMO gap values of 9.746 9.653 7.034 eV.